Molecular formula: C4H5NOS2
Method: DFT, the ωB97M-V functional and the def2-TZVPD basis

Geometry as ORCA input:
```
! RIJCOSX wB97M-V def2-TZVPD def2/J DEFGRID3
* xyz 0 1
C -1.4017 -0.3764 -2.3691
C -0.5056 0.1349 -1.7545
C 0.5954 0.6111 -0.8592
S 1.9316 -0.6214 -0.5013
C 0.1280 1.2092 0.4890
O 0.3660 2.3125 0.9203
N -0.6308 0.3837 1.3142
S -1.2017 -1.2225 1.2373
H -2.2018 -0.7888 -2.8873
H 1.1182 1.4572 -1.3261
H 1.1686 -1.6704 -0.2908
H -0.7254 0.7845 2.2630
H -2.4461 -0.9390 0.8656
*
```

Properties
- SMILES string: C#C[C@H](S)C(=O)NS
- Gap between HOMO and LUMO: 9.927 eV
- F_max: 0.0302 hartree/bohr
- E_tot: -29434.690 eV
- Energy above the lowest of the compared OMol25 structures with the same formula, charge and spin: 55.4 kcal/mol